A 3-piece molecular cluster, C3H13NO2S overall in a non-equilibrium geometry. Source: the OMol25 dataset; level of theory: ωB97M-V with the def2-TZVPD basis set.

The SMILES is NCCCS.O.O. The multiplicity is 1. Its HOMO energy is -8.91 eV. The relative energy (zero: lowest compared OMol25 entry of this formula, charge and spin) comes out at 0.995 eV. The orbital gap comes out at 0.351 Ha. As for the strongest force on any atom: 2.38 eV/Å.

Bonds (Å) are listed after each position.
Cartesian coordinates (Å):
1 N 0.90 1.33 0.18  C2 1.465, H6 1.012, H7 1.018
2 C 1.38 0.84 -1.12  N1 1.465, C3 1.548, H8 1.094, H9 1.113
3 C 0.45 -0.29 -1.61  C2 1.548, C4 1.533, H10 1.080, H11 1.097
4 C 0.89 -1.66 -1.07  C3 1.533, S5 1.808, H12 1.111, H13 1.093
5 S -0.49 -2.68 -0.50  C4 1.808, H14 1.374
6 H 1.25 2.25 0.42  N1 1.012
7 H 1.12 0.69 0.94  N1 1.018
8 H 1.45 1.65 -1.85  C2 1.094
9 H 2.47 0.62 -1.16  C2 1.113
10 H -0.54 -0.12 -1.21  C3 1.080
11 H 0.59 -0.16 -2.69  C3 1.097
12 H 1.70 -1.65 -0.30  C4 1.111
13 H 1.52 -2.27 -1.71  C4 1.093
14 H -1.34 -1.68 -0.07  S5 1.374
15 O -2.17 -0.29 3.74  H16 0.966, H17 0.946
16 H -1.78 0.49 3.32  O15 0.966
17 H -2.83 -0.62 3.15  O15 0.946
18 O -1.70 1.02 0.78  H19 1.001, H20 0.938
19 H -0.71 1.10 0.68  O18 1.001
20 H -2.16 1.43 0.07  O18 0.938